The following is a quantum chemistry calculation of an isolated molecule of C2H5BrN2S in a non-equilibrium geometry, from the OMol25 dataset.

Last column: natural (NBO) charge in e.
Atoms and positions in Å:
1 Br -1.79541 2.09363 -1.49752  0.193
2 S -0.68903 1.04489 1.45543  0.091
3 N -0.19123 1.56009 -0.82081  -0.297
4 N -0.00443 0.22153 -1.12725  -0.445
5 C -0.09986 -0.57025 1.17038  -0.611
6 C 0.78621 -0.53393 -0.08706  -0.220
7 H 1.55072 0.04767 0.25347  0.207
8 H -0.85160 -1.39647 1.06635  0.212
9 H 1.09335 -1.57281 -0.39527  0.224
10 H -0.42341 -0.14561 -2.01319  0.404
11 H 0.62469 -0.74872 1.99547  0.241

Lowest unoccupied orbital energy (alpha / beta), eV: -0.46 / -0.75
Gap between HOMO and LUMO (alpha / beta), eV: 7.97 / 7.60
Highest occupied orbital energy (alpha / beta), eV: -8.4 / -8.4
Multiplicity: 1
E, eV: -86008.96483
Charge: 0